# 1
This record from OMol25 describes 4 unconnected molecules or ions with the total composition C25H59FNO15P3. The level of theory is the ωB97M-V functional and the def2-TZVPD basis.

CARTESIAN COORDINATES (ANGSTROEM)
C 2.17207 1.33074 2.78801
O 2.40083 0.11366 3.45102
C 3.49527 0.19709 4.36063
C 4.83657 0.05199 3.61302
C 5.89232 1.14766 3.86136
C 5.37684 2.60191 3.85031
C 5.82772 3.33947 2.57437
N 5.07484 4.60059 2.41447
C 5.02909 4.98102 1.08815
O 5.83670 4.71436 0.25968
O 3.88495 5.70872 0.72585
F 3.77934 6.78955 1.62858
H 1.22224 1.35905 2.25820
H 2.17089 2.15767 3.51173
H 2.97241 1.52878 2.05830
H 3.40614 1.12135 4.94195
H 3.35187 -0.62413 5.06209
H 4.65992 -0.11831 2.55121
H 5.28281 -0.87998 3.97235
H 6.61441 1.07469 3.04078
H 6.46489 0.98485 4.77334
H 5.77845 3.11492 4.72611
H 4.29140 2.69670 3.89378
H 5.68001 2.64861 1.74353
H 6.87344 3.60014 2.72560
H 4.11583 4.47253 2.72383
O -4.25306 3.92260 3.07602
P -3.06937 3.31796 3.75862
O -3.76834 1.94918 4.34980
C -4.62599 1.17100 3.51843
C -3.84767 0.35102 2.50443
O -2.99741 4.26101 5.10142
C -3.33182 5.65114 5.02608
C -4.69581 5.89789 5.63735
O -1.56414 2.75400 3.99343
C -1.20480 2.13754 5.24351
C -0.88889 0.67597 5.02517
H -5.35612 1.80608 3.01440
H -5.18578 0.50914 4.18083
H -3.15447 0.97601 1.93546
H -4.52671 -0.14049 1.80722
H -3.25700 -0.42016 3.00041
H -3.29461 6.00722 3.99683
H -2.56971 6.19652 5.58612
H -5.44018 5.22021 5.22072
H -5.01898 6.92546 5.46391
H -4.66697 5.71897 6.71333
H -1.98152 2.25199 5.99397
H -0.31969 2.66114 5.60958
H -1.71826 0.16355 4.54122
H -0.68492 0.17948 5.97512
H -0.02029 0.56114 4.37553
O -3.16108 0.76594 -1.52750
P -2.86085 1.49607 -2.78871
O -1.23307 1.57693 -2.85358
C -0.44934 0.43179 -2.52540
C -0.45049 -0.59877 -3.63899
O -3.24414 3.03118 -2.34905
C -4.26175 3.26723 -1.36902
C -3.63868 3.65998 -0.04713
O -3.14992 1.80440 -4.34776
C -2.47852 2.89695 -4.99910
C -1.55125 2.36738 -6.06951
H -0.79102 -0.01577 -1.59030
H 0.56691 0.78727 -2.35173
H -1.46730 -0.85369 -3.94831
H 0.05712 -1.50806 -3.31493
H 0.06912 -0.21613 -4.51831
H -4.90195 2.39343 -1.25323
H -4.88701 4.08078 -1.74182
H -2.86356 2.95095 0.25084
H -4.39195 3.70694 0.73772
H -3.15859 4.63719 -0.12798
H -1.93125 3.51733 -4.29471
H -3.25320 3.51930 -5.44826
H -0.85151 1.64359 -5.65397
H -0.98236 3.18219 -6.51903
H -2.11552 1.85821 -6.85215
O 1.60208 -4.95268 -4.44127
P 1.51537 -6.44567 -4.49452
O -0.05210 -6.67844 -4.91393
C -0.61820 -5.94697 -5.99663
C -0.16999 -6.48598 -7.34302
O 1.44481 -6.69702 -2.86702
C 2.21257 -5.84699 -1.99677
C 1.34369 -4.80581 -1.33084
O 2.03497 -7.95913 -4.74077
C 1.27870 -9.07136 -4.23001
C 0.73240 -9.89233 -5.37595
H -0.38131 -4.88502 -5.91136
H -1.70083 -6.03849 -5.90280
H 0.91928 -6.55820 -7.39838
H -0.52051 -5.84019 -8.14877
H -0.57056 -7.48605 -7.51338
H 3.02220 -5.36233 -2.54158
H 2.66782 -6.49883 -1.24874
H 0.74614 -4.27560 -2.07173
H 1.95118 -4.08254 -0.78441
H 0.64770 -5.27318 -0.63245
H 0.47423 -8.75065 -3.57439
H 1.96647 -9.67132 -3.63306
H 0.14603 -9.27245 -6.05291
H 0.09641 -10.69517 -5.00095
H 1.54382 -10.32939 -5.95963

Atomic forces in eV per Å
C 0.56 0.47 -0.04
O -0.47 0.02 0.21
C -0.19 -0.25 -0.54
C 0.42 -0.20 1.02
C -0.27 0.40 -0.64
C 0.30 0.42 -0.24
C 0.12 -0.10 1.48
N -0.80 -0.79 -1.08
C 0.52 0.15 0.85
O -0.04 -0.07 -0.59
O 0.09 0.15 -0.42
F -0.15 -0.02 0.32
H -0.07 -0.45 0.11
H -0.12 0.03 -0.05
H -0.07 0.07 0.00
H 0.17 0.05 -0.05
H 0.02 -0.05 -0.07
H -0.19 0.29 -0.02
H 0.03 -0.04 -0.21
H 0.15 -0.12 0.18
H -0.21 -0.22 0.09
H -0.17 0.16 -0.04
H -0.04 -0.32 0.18
H 0.18 0.31 -0.29
H 0.13 -0.18 -0.56
H 0.08 0.32 0.39
O 2.43 0.24 -2.68
P -2.93 -1.32 6.66
O 0.43 0.08 -0.37
C -0.29 -0.17 -0.17
C 0.10 -0.04 0.15
O 0.60 0.04 -0.61
C -0.31 0.12 0.15
C -0.08 -0.08 0.13
O -0.14 1.12 -3.04
C 0.17 -0.50 0.61
C 0.09 -0.06 -0.40
H 0.10 0.14 0.03
H 0.09 0.05 0.11
H -0.11 0.01 -0.10
H 0.01 0.05 -0.04
H 0.01 0.00 -0.01
H -0.08 -0.09 -0.04
H 0.07 -0.11 0.00
H 0.05 0.05 -0.17
H 0.02 0.01 0.02
H 0.03 0.04 0.00
H -0.16 0.15 -0.19
H -0.05 0.16 -0.16
H -0.11 0.07 0.13
H 0.03 0.09 0.03
H 0.06 -0.04 0.09
O -1.29 -2.06 -2.27
P 2.73 5.31 2.14
O -0.60 -0.26 -0.36
C 0.26 -0.38 0.20
C 0.05 0.12 -0.13
O -0.12 -0.39 -0.42
C 0.18 0.09 0.31
C 0.02 0.10 -0.03
O -1.10 -2.62 0.68
C 0.45 0.42 -0.45
C -0.09 -0.32 -0.07
H -0.19 0.10 -0.03
H -0.06 0.15 -0.05
H 0.00 -0.08 0.12
H -0.03 -0.01 0.00
H 0.00 -0.02 -0.01
H 0.10 -0.07 0.00
H 0.08 0.00 -0.11
H -0.12 -0.15 -0.05
H 0.04 0.05 -0.01
H -0.05 0.02 0.00
H -0.08 -0.16 0.20
H -0.13 -0.11 0.13
H 0.05 0.10 0.09
H -0.05 0.04 0.02
H 0.00 0.06 -0.02
O 2.61 -0.66 -2.85
P -4.97 -0.55 5.28
O 0.86 -0.43 -0.35
C -0.21 0.29 -0.30
C -0.04 -0.17 0.05
O 0.42 -0.20 -0.05
C -0.08 0.00 0.05
C -0.33 -0.02 0.06
O 1.56 1.96 -1.90
C -0.49 -0.66 0.08
C 0.19 0.09 -0.29
H 0.15 -0.05 0.13
H 0.03 -0.10 0.12
H 0.00 0.13 -0.04
H 0.03 0.02 0.01
H 0.01 -0.01 0.00
H -0.04 -0.02 -0.08
H -0.05 -0.07 -0.03
H 0.13 0.05 -0.06
H 0.02 -0.03 0.01
H 0.04 -0.01 0.03
H 0.07 0.27 -0.04
H 0.13 0.19 -0.01
H -0.09 0.04 0.11
H 0.04 0.01 0.06
H -0.01 -0.05 0.04

Computed properties:
Largest force on an atom   7.393 eV/Å
E_LUMO   -0.2 eV
Total energy   -3295.18914 hartree
Structure (SMILES)   CCOP(=O)(OCC)OCC.CCOP(=O)(OCC)OCC.CCOP(=O)(OCC)OCC.COCCCCCNC(=O)OF
HOMO   -9.943 eV
HOMO-LUMO gap   9.77 eV


# 2
This record from OMol25 describes a molecular structure, C32H24KN3O6PS2. The level of theory is the ωB97M-V functional and the def2-TZVPD basis.

CARTESIAN COORDINATES (ANGSTROEM)
K 1.25307 0.91314 0.08553
C 1.10053 -1.02929 3.59283
C 1.41844 0.41163 3.82538
N 1.68929 1.26007 2.88413
C 2.00373 2.50978 3.38751
C 1.94666 2.59914 4.74226
S 1.50025 1.08506 5.41253
C 2.41831 3.55878 2.43388
C 2.98590 4.75453 2.73760
S 3.41335 5.57462 1.29632
C 2.80297 4.25205 0.36331
N 2.30701 3.29640 1.08460
C 2.85468 4.25916 -1.12836
H 0.71657 -1.16654 2.58238
H 0.36440 -1.39850 4.30583
H 2.00512 -1.63229 3.68511
H 2.13773 3.45156 5.37231
H 3.20727 5.15974 3.71073
H 3.67676 4.88113 -1.47962
H 1.91943 4.65330 -1.53173
H 2.99419 3.24449 -1.51395
O -0.34188 2.85926 -1.66938
N -1.18576 1.79817 -1.38579
C -2.18883 2.16407 -0.69936
C -3.22575 1.22341 -0.23841
C -4.46790 1.79539 0.04527
C -5.53339 1.02234 0.47056
C -5.36131 -0.34449 0.62549
C -4.12801 -0.92053 0.36635
C -3.03776 -0.16445 -0.06161
P -1.35697 -0.87649 -0.33796
C -1.41575 -2.49561 0.51192
C -1.84342 -2.59579 1.83760
C -1.70901 -3.78359 2.53993
C -1.11769 -4.88443 1.93440
C -0.66036 -4.78547 0.62867
C -0.80792 -3.60198 -0.08006
C -1.49987 -1.35231 -2.10976
C -0.41700 -1.17574 -2.96826
C -0.52720 -1.53658 -4.30539
C -1.70653 -2.07228 -4.79763
C -2.78817 -2.25368 -3.94669
C -2.68288 -1.89431 -2.61208
H 0.37423 2.45720 -2.19576
H -2.31548 3.22041 -0.45837
H -4.58884 2.86485 -0.08090
H -6.49108 1.48184 0.67908
H -6.18884 -0.96199 0.95225
H -3.99939 -1.98698 0.50155
H -2.28596 -1.73410 2.32647
H -2.05703 -3.84950 3.56391
H -1.00088 -5.80994 2.48426
H -0.17156 -5.62991 0.16005
H -0.41736 -3.52544 -1.08663
H 0.52200 -0.79079 -2.59789
H 0.32649 -1.39348 -4.95574
H -1.78677 -2.35167 -5.84129
H -3.71271 -2.67437 -4.32344
H -3.53342 -2.03601 -1.95643
O 6.52531 -0.76895 -1.81503
C 5.32493 -0.59345 -1.75927
C 4.30644 -1.57617 -1.23509
O 4.55521 -2.68090 -0.78074
C 2.98754 -0.92686 -1.34919
C 3.15074 0.36564 -1.97879
O 2.21766 1.20109 -2.24305
C 4.57619 0.64646 -2.15412
O 5.07286 1.70379 -2.53144
O 1.89747 -1.41360 -0.92078

Atomic forces in eV per Å
K -0.01 -0.03 0.26
C 0.01 0.02 -0.06
C -0.04 0.02 -0.04
N 0.00 0.08 0.12
C 0.04 -0.10 -0.20
C -0.04 0.00 0.06
S 0.04 0.09 -0.01
C -0.06 -0.21 0.00
C 0.01 0.06 0.04
S 0.01 -0.05 0.09
C -0.04 0.05 -0.14
N 0.09 0.03 0.15
C 0.03 -0.02 0.04
H 0.00 -0.01 0.01
H 0.00 -0.01 0.00
H -0.01 -0.01 0.00
H 0.01 0.03 -0.04
H 0.00 0.00 0.00
H -0.01 -0.01 -0.04
H -0.01 0.01 0.01
H 0.00 0.03 -0.01
O 0.05 -0.11 -0.11
N 0.03 0.03 0.04
C -0.03 0.01 -0.03
C 0.00 0.03 0.01
C 0.01 -0.09 0.01
C 0.00 0.05 -0.01
C -0.04 -0.01 0.01
C 0.04 -0.02 -0.01
C 0.14 0.15 -0.03
P -0.02 -0.01 -0.13
C -0.05 -0.03 -0.04
C 0.00 0.02 -0.01
C 0.00 -0.01 0.00
C 0.00 -0.01 0.00
C 0.00 -0.02 0.01
C -0.01 0.01 0.03
C -0.04 -0.05 0.00
C -0.06 -0.05 0.00
C 0.03 0.01 -0.02
C 0.02 0.00 -0.02
C -0.03 0.00 0.03
C 0.00 0.00 0.00
H 0.12 -0.18 0.06
H -0.02 0.00 0.01
H -0.02 0.00 0.00
H 0.00 0.01 0.00
H 0.01 -0.02 0.00
H -0.04 0.00 0.01
H 0.00 0.00 0.01
H 0.00 0.02 0.00
H 0.00 0.00 0.00
H 0.00 0.00 -0.01
H 0.00 0.00 0.00
H 0.03 0.12 0.13
H -0.01 -0.01 -0.02
H 0.01 0.01 0.00
H -0.01 0.00 0.02
H -0.01 -0.01 -0.01
O -0.01 0.03 -0.01
C 0.02 -0.07 0.05
C 0.16 0.08 -0.08
O -0.07 -0.01 0.01
C -0.29 -0.03 0.06
C 0.00 0.07 0.02
O -0.12 -0.06 -0.04
C -0.01 0.02 -0.07
O -0.02 0.03 0.01
O 0.17 0.13 -0.09

Computed properties:
Total charge   -1
Largest force on an atom   0.299 eV/Å
ΔE to the lowest compared entry with this formula, charge and spin   54.5 kJ/mol
E_LUMO   1.7 eV
Total energy   -3587.29033 hartree
HOMO   -3.229 eV
HOMO-LUMO gap   4.97 eV


# 3
This record from OMol25 describes a gas-phase ion, C5H8N (charge +1). The level of theory is the ωB97M-V functional and the def2-TZVPD basis.

CARTESIAN COORDINATES (ANGSTROEM)
C 1.94660 0.06896 -0.42848
C -1.00720 -0.27101 -0.29711
C -0.33444 1.12258 -0.08529
C 0.03829 -1.38561 0.21441
C 1.03791 0.86471 0.38700
N 1.24252 -0.77095 0.13780
H 2.93966 -0.13647 -0.79963
H -1.88670 -0.38655 0.45598
H -1.24440 -0.58464 -1.31360
H -0.31870 1.61454 -1.00476
H -0.85955 1.86003 0.61941
H 0.08892 -1.83086 1.19495
H 0.01203 -2.29944 -0.29070
H 1.57844 1.37099 1.18352

Atomic forces in eV per Å
C 1.53 0.79 0.08
C -0.99 -1.50 3.30
C -1.61 0.04 1.38
C -2.18 0.13 0.96
C 2.40 -0.52 -0.93
N 1.18 0.97 0.44
H 0.16 0.71 -0.90
H 1.04 0.28 -1.90
H -0.27 0.62 0.11
H 0.12 0.92 -1.63
H 0.58 -1.53 -0.79
H -1.33 0.60 1.21
H 0.09 -1.20 -1.84
H -0.71 -0.32 0.51

Computed properties:
Total charge   +1
Largest force on an atom   3.760 eV/Å
ΔE to the lowest compared entry with this formula, charge and spin   436.4 kJ/mol
E_LUMO   -5.3 eV
Total energy   -249.65893 hartree
Structure (SMILES)   C1=[N+]2CCC[C@H]12
HOMO   -15.187 eV
HOMO-LUMO gap   9.89 eV